Entry from the Open Molecules 2025 dataset: a structure of composition C38H40N8O5RhS4 at a distorted geometry (ωB97M-V with the def2-TZVPD basis set).

Structure (XYZ):
```
96
C38H40N8O5RhS4 ωB97M-V with the def2-TZVPD basis set
Rh 0.1978 -0.1492 0.3529
N 3.3894 7.6849 0.7430
C 2.9259 6.5152 0.2467
C 2.0024 6.4923 -0.8133
C 1.5876 5.2948 -1.3554
C 2.0837 4.1069 -0.8425
C 2.9367 4.1048 0.2478
C 3.3692 5.2947 0.7867
S 1.7153 2.5396 -1.5965
O 2.9016 1.7184 -1.5114
O 1.1252 2.7169 -2.8867
N 0.6310 1.8186 -0.5793
C -0.6294 2.2318 -0.6225
N -1.5144 1.2655 -0.3029
C -2.7893 1.5634 -0.1860
C -3.2377 2.8563 -0.4150
C -2.2709 3.7788 -0.8017
N -0.9916 3.4848 -0.9019
H 3.0522 8.5633 0.3922
H 4.0309 7.6886 1.5165
H 1.6373 7.4283 -1.2103
H 0.8942 5.2557 -2.1793
H 3.2594 3.1581 0.6504
H 4.0614 5.3044 1.6152
H -3.4478 0.7479 0.0849
H -4.2721 3.1262 -0.3047
H -2.5259 4.8064 -1.0215
O -1.5591 -1.1697 0.8272
C -1.7123 -1.7192 2.0747
C -1.9306 -0.5766 3.0555
C -1.3431 0.6528 2.9749
C -1.8112 1.5508 3.9566
C -2.7501 0.9896 4.7638
S -3.0863 -0.6385 4.3358
C -0.4732 -2.5240 2.4100
C 0.7348 -2.0517 2.8434
C 1.7321 -3.0568 2.8585
C 1.2768 -4.2559 2.4176
S -0.3851 -4.1937 1.9765
C -2.9493 -2.5674 2.0281
C -3.5400 -3.3757 2.9557
C -4.7428 -3.9330 2.4774
C -5.0402 -3.5310 1.2118
S -3.8532 -2.4678 0.5660
H -0.5908 0.9028 2.2139
H -1.4679 2.5648 4.0553
H -3.2692 1.4348 5.5896
H 0.8921 -1.0536 3.2190
H 2.7411 -2.8894 3.1953
H 1.8108 -5.1801 2.3238
H -3.1397 -3.5569 3.9367
H -5.3535 -4.6056 3.0516
H -5.8963 -3.7838 0.6194
N 2.2102 -0.0875 1.0990
C 3.3603 -0.0476 0.9384
N 4.6401 0.0052 0.8578
C 5.3235 1.0487 0.1068
C 6.2116 0.3943 -0.9531
O 7.0911 -0.5436 -0.3808
C 6.3911 -1.5706 0.2756
C 5.5185 -1.0156 1.4077
H 5.9404 1.6274 0.8027
H 4.5844 1.6796 -0.3877
H 6.8312 1.1498 -1.4359
H 5.5776 -0.0861 -1.7112
H 7.1457 -2.2480 0.6757
H 5.7561 -2.1138 -0.4373
H 6.1590 -0.5480 2.1639
H 4.9326 -1.8143 1.8623
C 4.1133 -1.6491 -4.1653
C 3.5440 -3.0655 -4.1995
N 4.0390 -3.8885 -3.1139
C 5.2773 -4.6344 -3.3002
C 6.4838 -4.0419 -2.5816
C 3.4222 -3.9853 -1.9250
O 3.8837 -4.5702 -0.9628
C 2.0350 -3.3968 -1.8356
C 0.9493 -4.2472 -2.0342
C -0.3310 -3.7346 -1.9184
C -0.4911 -2.4073 -1.5556
N 0.5478 -1.6162 -1.2896
C 1.7842 -2.0898 -1.4429
H 3.7525 -1.0840 -5.0195
H 5.1982 -1.6756 -4.2064
H 3.8052 -1.1262 -3.2636
H 3.8191 -3.5458 -5.1410
H 2.4535 -3.0231 -4.1532
H 5.4668 -4.6973 -4.3718
H 5.1082 -5.6431 -2.9135
H 6.6365 -2.9998 -2.8489
H 7.3712 -4.6043 -2.8587
H 6.3467 -4.1221 -1.5072
H 1.1121 -5.2856 -2.2815
H -1.1966 -4.3544 -2.0905
H -1.4737 -1.9630 -1.4587
H 2.5928 -1.3940 -1.2635
```

molar mass = 920.0 g/mol
electronic energy = -3989.276004 a.u.
Kohn-Sham gap (spin up / spin down) = 5.097 / 5.439 eV
energy relative to the best compared isomer or geometry (same formula, charge and spin) = 3.248 eV
LUMO level (spin up / spin down) = -0.1864 / -0.1740 Ha
spin multiplicity = 1
HOMO (spin up / spin down) = -10.170 / -10.174 eV
net charge = +1



Entry from the Open Molecules 2025 dataset: a structure of composition C4H4Br2 at a distorted geometry (ωB97M-V with the def2-TZVPD basis set).

Structure (XYZ):
```
10
C4H4Br2 ωB97M-V with the def2-TZVPD basis set
C 0.2516 -0.6013 2.5144
C 0.6280 -0.1025 1.4781
C 0.2510 0.1200 -1.0215
C 1.2668 0.1060 0.0308
Br 2.4835 1.6206 0.0890
Br 2.4089 -1.5665 -0.0134
H -0.3368 -1.0034 3.2791
H 0.8382 0.4613 -1.9917
H -0.3388 0.9270 -0.6958
H -0.4258 -0.7962 -1.2996
```

molar mass = 211.9 g/mol
electronic energy = -5302.732099 a.u.
Kohn-Sham gap = 10.215 eV
energy relative to the best compared isomer or geometry (same formula, charge and spin) = 1.733 eV
LUMO level = 0.0110 Ha
spin multiplicity = 1
HOMO = -9.917 eV



Entry from the Open Molecules 2025 dataset: a cluster of 2 separate species, C19H38F3N2O6P in total (ωB97M-V with the def2-TZVPD basis set).

Structure (XYZ):
```
69
C19H38F3N2O6P ωB97M-V with the def2-TZVPD basis set
C 2.2961 -3.4206 1.0736
C 2.2912 -2.7638 -0.2710
O 1.3724 -2.7960 -1.0433
O 3.4688 -2.1632 -0.5619
C 3.3700 -0.7720 -0.9530
C 2.4998 0.0773 -0.0324
C 3.0808 1.4838 0.1363
C 2.1396 2.4694 0.8297
C 1.9789 2.2192 2.3418
C 0.8308 1.2381 2.6655
C -0.4209 1.9533 3.1705
C -1.4911 1.0364 3.7770
C -2.2957 0.1643 2.8149
F -1.5053 -0.2236 1.7194
O -3.4879 0.7153 2.3600
C -3.4896 2.0055 1.8221
F -2.6054 2.0772 0.7566
C -4.9050 2.3255 1.3424
N -5.2840 1.6818 0.1121
C -5.8157 0.3181 0.2181
C -4.8703 -0.7176 -0.3978
C -5.5313 -2.0611 -0.7320
F -6.8770 -2.0963 -0.3602
P -2.8417 -1.4082 3.7013
O -1.3455 -2.0415 3.8403
O -3.4360 -2.1914 2.3920
H 3.1653 -4.0794 1.1346
H 2.4185 -2.6718 1.8584
H 1.3867 -3.9935 1.2344
H 4.3938 -0.4008 -0.9247
H 3.0277 -0.7211 -1.9854
H 1.4876 0.1404 -0.4434
H 2.4084 -0.3960 0.9503
H 4.0176 1.4124 0.7011
H 3.3614 1.8556 -0.8558
H 2.5174 3.4814 0.6556
H 1.1606 2.4296 0.3373
H 2.9337 1.8446 2.7172
H 1.7759 3.1865 2.8099
H 0.5906 0.7166 1.7392
H 1.1592 0.4658 3.3694
H -0.8177 2.5845 2.3723
H -0.1040 2.6377 3.9662
H -2.2279 1.6618 4.2924
H -1.0296 0.4261 4.5569
H -3.1591 2.7509 2.5566
H -5.5730 2.0319 2.1547
H -4.9704 3.4166 1.2684
H -4.5432 1.7406 -0.5706
H -6.0432 0.0813 1.2573
H -6.7600 0.2697 -0.3297
H -4.5058 -0.2761 -1.3325
H -3.9964 -0.8611 0.2386
H -5.0341 -2.8723 -0.1934
H -5.4687 -2.2889 -1.7977
H -0.7661 -1.8825 3.0799
H -2.7407 -2.6012 1.8603
C 5.3509 -1.6223 -4.7888
C 4.7630 -0.2450 -4.5891
O 4.8527 0.3450 -3.5249
N 4.1184 0.3199 -5.6438
C 3.9118 -0.2302 -6.9692
H 5.8224 -1.9283 -3.8603
H 4.5726 -2.3426 -5.0433
H 6.0996 -1.6141 -5.5817
H 3.7489 1.2361 -5.4454
H 4.3661 0.4136 -7.7241
H 2.8455 -0.3158 -7.1843
H 4.3575 -1.2160 -7.0445
```

molar mass = 478.5 g/mol
electronic energy = -1948.710318 a.u.
Kohn-Sham gap = 9.204 eV
LUMO level = 0.0207 Ha
spin multiplicity = 1
HOMO = -8.640 eV



Entry from the Open Molecules 2025 dataset: a cluster of 2 separate species, C3H9N2O in total at a distorted geometry (ωB97M-V with the def2-TZVPD basis set).

Structure (XYZ):
```
15
C3H9N2O ωB97M-V with the def2-TZVPD basis set
C 3.7011 -0.3255 0.8365
C -1.1706 0.1499 0.0484
C -2.1530 -0.7916 -0.4606
N 2.2695 0.4740 -0.7247
N -1.4771 1.3920 0.1991
O 3.5290 0.1482 -0.3450
H 2.8959 -0.4100 1.4265
H 4.7484 -0.5670 1.0015
H -0.2309 -0.0835 0.3797
H -3.2276 -0.4744 -0.5678
H -2.0005 -1.8350 0.0552
H -2.0689 -1.1704 -1.4437
H 2.2002 0.6727 -1.7028
H -1.0032 2.1545 0.6436
H -2.3315 1.6953 -0.2579
```

molar mass = 89.1 g/mol
electronic energy = -304.009892 a.u.
Kohn-Sham gap (spin up / spin down) = 6.438 / 6.756 eV
energy relative to the best compared isomer or geometry (same formula, charge and spin) = 6.543 eV
LUMO level (spin up / spin down) = -0.1792 / -0.1791 Ha
spin multiplicity = 1
HOMO (spin up / spin down) = -11.313 / -11.628 eV
net charge = +1